Entry from the OMol25 dataset: a single C18H20N4S molecule (ωB97M-V/def2-TZVPD).

The geometry in XYZ format:
```
43
Properties=species:S:1:pos:R:3:forces:R:3
N -0.875887 -0.463738 -0.210882 -0.552 0.605 0.927
N 0.789843 -2.501597 2.945026 0.152 -0.422 2.223
S 3.287779 -1.057204 -0.990917 -0.323 0.707 -0.382
C 0.394864 -2.254047 4.204576 0.493 -0.270 -1.664
C 0.086244 -1.365096 -0.426132 0.668 -0.838 2.243
C 1.409075 -2.156028 -4.410049 -0.760 0.296 1.430
C 0.052895 -2.293591 -4.071415 1.054 0.471 0.990
C 2.333715 -1.764270 -3.433617 -0.541 -0.635 -1.060
C -0.348798 -2.005371 -2.750506 0.287 -0.431 -1.064
C -0.629236 -1.364317 4.498415 -1.308 1.152 -0.717
C 1.945837 -1.524837 -2.126415 0.269 0.641 0.315
C 0.578841 -1.608324 -1.774237 0.045 -0.301 -1.229
C 0.620923 -2.060061 0.643555 1.103 -0.474 -1.125
C -1.264266 -0.200647 1.055189 -0.424 0.123 -3.408
C -1.260260 -0.664620 3.461170 0.745 -0.557 1.802
C 0.202487 -1.812260 1.955446 0.842 -0.314 -0.248
C -0.762340 -0.837731 2.175660 -0.377 -0.076 0.571
N -0.146489 3.628349 0.156290 -0.306 0.713 0.088
N -2.315830 0.686889 1.072759 0.069 -0.144 1.067
C 3.649601 0.684418 -1.539354 -0.802 -0.254 -0.148
C -1.454820 3.298218 -0.378923 -0.335 -0.596 -0.091
C -2.155615 1.989469 1.716171 -0.143 -0.142 0.133
C -2.498556 3.036463 0.713767 -0.126 1.389 -0.408
H 0.872698 -2.776814 5.032013 0.142 -0.103 -0.391
H 1.773515 -2.368948 -5.382026 0.111 -0.172 -0.836
H -0.661843 -2.629658 -4.798551 -0.223 -0.074 -0.164
H 3.365348 -1.726749 -3.768708 0.036 0.175 0.475
H -1.400623 -2.194120 -2.522434 0.369 0.383 0.310
H -0.949705 -1.221977 5.518458 -0.061 -0.041 0.104
H 1.459815 -2.760168 0.488171 -0.696 0.332 0.168
H -2.095119 -0.010892 3.673594 0.045 0.076 -0.093
H 0.402385 4.044650 -0.587535 0.247 -0.274 0.308
H 0.305053 2.818868 0.537460 0.425 -0.274 -0.077
H -2.626608 0.734297 0.120017 -0.173 0.465 -0.274
H 4.616977 0.975757 -1.151648 0.122 -0.109 0.364
H 3.728322 0.759147 -2.627965 -0.185 -0.207 0.137
H 2.867767 1.380758 -1.178279 0.444 -0.429 -0.167
H -1.401748 2.420940 -1.027353 -0.086 -0.149 -0.229
H -1.761657 4.138656 -0.999422 -0.238 0.001 0.028
H -2.856783 2.101610 2.540131 -0.002 -0.143 0.291
H -1.148075 2.175071 2.114277 -0.106 -0.392 -0.082
H -3.474598 2.777208 0.289658 0.102 0.058 -0.240
H -2.655127 3.972295 1.244564 -0.002 0.233 0.123
```
Positions in Å, forces in eV/Å.

As for the orbital gap: 7.857 eV. Its SMILES is CSc1ccccc1-c1cc2ncccc2c(NCCCN)n1. The calculation puts the energy above the lowest of the compared OMol25 structures with the same formula, charge and spin at 8.77 kcal/mol. Its HOMO energy is -0.2911 Ha.

Here are the Löwdin charges for atoms 1 to 6, given in e: 0.19, 0.12, 0.86, -0.12, -0.27, -0.07

Entry from the OMol25 dataset: a molecular structure, C18H20N6RuSSe (ωB97M-V/def2-TZVPD).

The geometry in XYZ format:
```
47
Properties=species:S:1:pos:R:3:forces:R:3
Ru 0.414614 -0.184905 0.467470 0.467 -0.584 0.756
C -0.531808 -2.630332 2.197614 -0.091 0.189 0.283
C -0.683330 -1.288499 2.910052 -0.146 -0.419 -0.040
N 0.485541 -0.408751 2.595041 -0.096 0.397 -0.192
C 1.767834 -0.879003 3.217211 0.393 -0.023 -0.007
C 2.959173 -0.549420 2.342558 -0.072 -0.061 0.074
S 2.721370 -1.119637 0.624984 -0.568 0.147 -0.079
C 2.300779 -2.905324 0.793615 -0.007 -0.018 -0.121
C 0.924278 -3.270455 0.247246 0.215 -0.198 0.043
N -0.170105 -2.415902 0.766792 0.040 0.621 -0.172
H 0.224020 -3.251377 2.674426 0.045 -0.017 -0.070
H -1.473000 -3.174528 2.280811 0.021 -0.052 -0.065
H -1.590891 -0.785014 2.564664 0.030 0.065 0.022
H -0.785600 -1.443111 3.986929 0.055 0.079 0.008
H 0.294114 0.505165 3.002635 -0.034 -0.011 0.083
H 1.908362 -0.413315 4.195081 -0.144 0.039 -0.006
H 1.704560 -1.947915 3.397911 -0.061 -0.018 -0.018
H 3.126594 0.526418 2.250528 0.051 -0.005 0.004
H 3.876277 -0.987981 2.740661 0.022 -0.022 -0.064
H 3.057913 -3.439008 0.217590 0.030 -0.008 0.043
H 2.439370 -3.190193 1.834922 -0.006 0.061 0.025
H 0.916724 -3.202070 -0.839945 -0.048 0.020 -0.008
H 0.739391 -4.320021 0.496405 -0.066 0.016 -0.020
H -0.995250 -2.572973 0.192823 -0.045 -0.141 -0.023
Se -2.794375 4.233900 -4.892042 -0.167 0.213 -0.300
N -1.752838 2.798056 -4.956109 0.329 -0.469 -0.375
C -1.496475 2.433566 -3.746831 -0.234 0.388 0.189
C -0.644336 1.323613 -3.371742 0.254 -0.418 0.201
C -0.004692 0.505805 -4.313861 -0.024 0.047 0.138
C 0.850606 -0.484060 -3.858222 -0.018 0.024 -0.085
C 1.012197 -0.662171 -2.496612 0.061 -0.038 -0.139
N 0.351195 0.072334 -1.578448 -0.010 0.186 -0.197
C -0.450464 1.075472 -2.009293 -0.018 -0.012 -0.384
C -1.082723 1.893456 -0.970927 -0.340 0.470 0.036
N -0.823099 1.553364 0.310658 0.195 -0.442 -0.292
C -1.363949 2.283026 1.298072 -0.183 0.231 0.116
C -2.186050 3.374657 1.062853 0.042 -0.034 0.052
C -2.463932 3.736422 -0.241392 0.033 -0.009 -0.168
C -1.900855 2.986885 -1.283354 0.150 -0.269 0.528
C -2.127011 3.289078 -2.680033 0.115 -0.086 -0.452
N -2.833728 4.273921 -3.122157 -0.232 0.265 0.593
H -0.173362 0.659842 -5.373734 0.042 0.037 -0.005
H 1.396697 -1.106791 -4.554941 0.005 -0.035 0.039
H 1.702120 -1.409461 -2.129811 -0.042 -0.008 0.059
H -1.148675 2.003993 2.321148 0.055 -0.086 -0.039
H -2.596367 3.929137 1.896753 0.010 -0.015 0.015
H -3.100797 4.584110 -0.467979 -0.004 0.005 0.015
```
Positions in Å, forces in eV/Å.

As for the orbital gap (alpha / beta): 8.434 / 5.911 eV. Its expectation value of S² is 6.044. Its spin multiplicity is 5. Its HOMO energy (alpha / beta) is -0.7982 / -0.8064 Ha. The net charge is +4.

Here are the Löwdin charges for atoms 1 to 6, given in e: 1.38, -0.14, -0.14, -0.18, -0.20, -0.37

Entry from the OMol25 dataset: a molecular structure, C18H20N8O4PRuS3Sb (ωB97M-V/def2-TZVPD).

The geometry in XYZ format:
```
56
Properties=species:S:1:pos:R:3:forces:R:3
Ru 0.147254 -0.501579 0.725069 -0.893 0.000 -0.167
C 0.728494 3.827534 -2.564467 -0.021 0.029 -0.011
N 0.147220 3.068758 -1.472296 -0.048 -0.019 -0.058
C -0.452447 3.600242 -0.360206 -0.078 0.007 -0.019
C -0.804087 2.547642 0.428300 -0.065 -0.065 0.028
N -0.416327 1.380891 -0.174084 0.795 0.235 0.123
C 0.153668 1.722911 -1.318473 -0.402 -0.234 -0.220
P 0.747681 0.495093 -2.535331 0.003 0.161 0.121
C 2.134983 -0.057465 -1.519446 -0.104 -0.341 -0.119
N 1.924501 -0.623638 -0.346388 0.227 0.481 0.381
C 3.153697 -0.903413 0.186320 -0.029 -0.017 -0.036
C 4.113442 -0.508140 -0.696259 0.036 -0.030 0.011
N 3.461517 0.021701 -1.779673 -0.030 -0.033 -0.055
C 4.078447 0.599769 -2.958585 0.011 -0.007 -0.019
C -0.391089 -0.867574 -2.147740 -0.066 -0.023 -0.075
N -0.746847 -1.333249 -0.948585 0.290 -0.051 -0.092
C -1.513791 -2.433664 -1.157719 -0.152 0.052 0.006
C -1.635203 -2.647396 -2.501355 -0.014 -0.027 0.094
N -0.933062 -1.656523 -3.118174 -0.001 0.054 -0.055
C -0.747722 -1.533477 -4.553476 0.002 0.001 -0.003
H 0.041947 4.612126 -2.875280 -0.016 -0.008 0.004
H 1.670935 4.279414 -2.256913 0.003 -0.013 0.009
H 0.906507 3.162714 -3.406238 -0.002 0.003 -0.005
H -0.575853 4.661066 -0.229597 0.004 -0.004 -0.011
H -1.317401 2.560642 1.374110 0.085 0.000 0.046
H 3.260961 -1.365532 1.151555 -0.017 0.046 0.027
H 5.186864 -0.560900 -0.648338 -0.004 0.007 -0.016
H 5.134795 0.345749 -2.959441 0.000 -0.011 0.010
H 3.621888 0.196690 -3.860541 -0.010 0.003 0.002
H 3.979086 1.685033 -2.958466 0.004 0.002 0.008
H -1.911103 -3.016601 -0.347769 0.052 -0.054 -0.009
H -2.136228 -3.427669 -3.046814 0.001 0.021 -0.015
H -1.540527 -2.084653 -5.051792 -0.003 -0.005 0.002
H -0.804155 -0.489832 -4.853093 -0.003 0.003 0.003
H 0.214910 -1.943165 -4.858026 0.005 -0.005 0.006
C -3.316157 -1.667627 1.958168 0.019 0.019 0.020
C -2.478813 -0.668852 2.670241 -0.157 0.202 -0.140
N -1.333127 -0.190050 2.232770 0.284 -0.170 -0.284
C -0.851244 0.671489 3.187753 0.022 -0.079 0.106
C -1.755106 0.756614 4.206432 0.045 -0.043 -0.051
N -2.773957 -0.094035 3.857035 0.030 -0.046 0.037
C -1.816471 1.504715 5.485712 -0.012 0.008 -0.005
O -0.807670 2.301763 5.743899 0.028 -0.023 0.008
O -2.776220 1.360136 6.209450 -0.004 0.008 -0.006
C 0.537536 1.204450 3.045121 0.007 0.037 -0.045
O 0.931914 2.068153 3.846426 -0.012 -0.062 0.023
O 1.199522 0.699198 2.089430 -0.052 -0.028 0.422
H -3.457943 -1.352810 0.924499 -0.021 0.000 0.008
H -4.287828 -1.782815 2.434843 0.002 -0.008 -0.003
H -2.812547 -2.636247 1.940185 -0.009 -0.014 0.016
H -3.574264 -0.254848 4.449425 -0.015 -0.004 -0.018
H -0.089923 2.254034 5.021705 -0.025 0.033 -0.002
S -1.640658 -5.582414 0.099641 0.145 0.091 0.187
Sb -0.110560 -5.078216 1.677583 -0.074 0.181 -0.180
S 0.566215 -2.531692 1.874456 0.343 0.031 0.020
S 1.764346 -3.794444 0.684440 -0.108 -0.289 -0.009
```
Positions in Å, forces in eV/Å.

As for the orbital gap: 6.743 eV. The calculation puts the energy above the lowest of the compared OMol25 structures with the same formula, charge and spin at 0.00 kcal/mol. Its HOMO energy is -0.2496 Ha.

Here are the Löwdin charges for atoms 1 to 6, given in e: 0.85, -0.02, -0.12, -0.04, -0.09, -0.02

Entry from the OMol25 dataset: a molecular structure, C18H20NO7P2S5Ti (ωB97M-V/def2-TZVPD).

The geometry in XYZ format:
```
54
Properties=species:S:1:pos:R:3:forces:R:3
Ti 9.277392 8.167205 14.890012 0.200 0.371 -0.725
N 9.550581 8.821136 17.079949 -0.499 0.108 0.991
C 10.671401 8.421215 17.874983 0.120 -0.605 0.962
C 10.465714 7.868429 19.159020 1.834 0.574 -0.936
C 11.585216 7.499800 19.922259 -0.336 -0.687 0.760
C 12.881043 7.585059 19.410139 -0.674 -0.150 -0.283
C 13.044853 8.118358 18.143053 0.518 -0.706 0.677
C 11.992515 8.564071 17.395206 -1.242 1.542 -1.395
C 12.291945 9.286851 16.099818 0.515 -0.190 -0.328
C 13.578683 9.874361 15.948753 -0.462 -0.187 0.299
C 14.035451 10.267547 14.712930 0.431 0.071 -0.617
C 13.241698 10.102254 13.564625 0.147 0.248 0.553
C 11.950992 9.629334 13.734070 0.080 -0.202 -0.005
C 11.426060 9.229608 14.991527 -0.725 -0.937 -0.458
H 8.708200 8.951894 17.670411 0.751 -0.140 -0.570
H 9.793738 9.701670 16.642038 -0.126 0.398 -0.177
H 9.486754 7.789562 19.562790 -0.736 -0.121 0.254
H 11.410383 7.058263 20.930796 0.192 0.419 -0.865
H 13.753741 7.169880 19.892443 -0.131 0.070 0.422
H 14.021632 8.112829 17.689427 0.186 0.145 0.038
H 14.244238 10.017318 16.798988 -0.176 -0.105 -0.056
H 15.064924 10.634256 14.628445 -0.421 0.033 -0.018
H 13.632229 10.366985 12.579245 -0.120 -0.137 0.263
H 11.372040 9.452101 12.820433 -0.084 0.203 0.331
C 5.143455 8.607474 16.826806 0.441 -0.350 -1.036
C 5.302262 8.418849 15.302282 0.667 -0.459 0.449
O 4.017201 8.222974 14.743929 -0.281 0.211 -0.130
P 6.231676 6.838722 14.880606 0.336 -0.479 0.057
O 6.154679 6.523393 13.347014 -0.476 0.305 0.084
O 5.279216 5.674640 15.493069 0.624 0.878 -0.052
O 7.642049 6.757478 15.392681 -0.541 0.062 0.170
P 6.199393 9.799702 14.407807 0.112 -0.177 1.400
O 5.851502 11.192564 15.235721 0.005 -1.098 -0.817
O 5.584531 9.712233 13.066089 -0.113 0.692 -0.259
O 7.655438 9.592893 14.703817 0.460 -0.184 -0.051
H 4.692269 7.720515 17.282747 0.275 0.124 0.073
H 4.489985 9.448796 16.969480 -0.310 0.394 0.104
H 6.117477 8.859054 17.234504 0.064 -0.208 0.366
H 4.071652 8.712772 13.904742 -0.161 -0.210 -0.349
H 6.919515 6.807212 12.763837 0.073 0.073 0.287
H 4.368748 5.993383 15.427101 -0.202 -0.090 -0.064
H 5.214107 11.653830 14.688317 -0.331 0.381 -0.050
C 10.106706 4.520215 10.050437 0.419 0.576 -0.702
S 11.318535 5.885046 10.172271 -0.222 -0.340 -0.084
C 10.235042 7.214845 9.839843 0.367 -0.117 -0.142
C 9.311261 7.695221 10.690532 -0.168 -0.064 0.604
S 8.945635 7.007127 12.252257 0.037 0.145 0.417
S 8.378717 9.031481 10.077303 0.060 0.040 -0.008
C 9.157772 9.167106 8.535916 -0.281 0.046 0.275
S 8.762760 10.331070 7.458527 -0.112 0.396 -0.476
S 10.339978 7.962428 8.270188 0.161 -0.006 0.020
H 10.475909 3.729861 10.666682 0.162 -0.646 0.281
H 9.954762 4.210049 9.017117 0.233 -0.106 0.023
H 9.172717 4.872868 10.428740 -0.545 0.193 0.491
```
Positions in Å, forces in eV/Å.

As for the orbital gap (alpha / beta): 6.448 / 7.331 eV. Its expectation value of S² is 2.003. Its spin multiplicity is 3. The calculation puts the energy above the lowest of the compared OMol25 structures with the same formula, charge and spin at 13.06 kcal/mol. Its HOMO energy (alpha / beta) is -0.1502 / -0.1831 Ha. The net charge is -1.

Here are the Löwdin charges for atoms 1 to 6, given in e: 0.81, 0.01, -0.22, -0.03, -0.10, -0.10